Density functional theory data (ωB97M-V/def2-TZVPD) for a structure of composition C43H36BrCdClN7OSSe at a distorted geometry.

The geometry in XYZ format:
```
92
Properties=species:S:1:pos:R:3:mulliken_charge:R:1
Cd 0.5917 1.4678 -1.4808 1.079
Cl 6.9864 -1.2811 1.8484 -0.262
C 5.5472 -0.5718 1.2932 0.335
C 4.7746 0.2525 2.1725 -0.595
C 3.4951 0.6080 1.9107 -0.317
C 2.8728 0.4427 0.6255 -0.183
O 1.6518 0.8479 0.4425 -0.611
C 3.7639 -0.2831 -0.3486 0.391
C 3.2584 -0.5933 -1.6481 -0.360
N 2.0314 -0.2187 -2.1558 0.153
C 1.7410 -0.6442 -3.4229 -0.069
C 2.3176 -1.7811 -4.0618 -0.428
C 2.1889 -2.0562 -5.4402 -0.872
C 1.4638 -1.1930 -6.2597 -0.684
C 0.7781 -0.1015 -5.6787 1.112
C -0.0623 0.7310 -6.4701 -0.783
C -0.5431 1.8666 -5.9171 -0.704
C -0.4227 2.0760 -4.5258 -0.086
N 0.2274 1.2676 -3.6798 -0.105
C 0.9028 0.1645 -4.2647 0.275
C 5.0796 -0.7540 -0.0278 -0.955
H 5.2442 0.5769 3.1018 0.347
H 2.9530 1.1135 2.7329 0.371
H 3.9687 -1.1019 -2.3128 0.534
H 2.7345 -2.4994 -3.3852 0.710
H 2.7151 -2.9155 -5.8450 0.410
H 1.4508 -1.3134 -7.3564 0.325
H -0.2445 0.4756 -7.4899 0.470
H -0.9831 2.6823 -6.5228 0.350
H -0.8447 3.0181 -4.0815 0.320
H 5.6878 -1.2900 -0.7636 0.358
S 0.2325 4.1698 -1.5361 -0.656
C -1.0749 4.1635 -0.4023 -0.062
N -1.6553 5.3641 -0.0937 -0.303
N -1.0990 6.4919 -0.5563 0.167
C -1.6688 7.7080 -0.2538 0.416
C -1.1408 8.9621 -0.7689 -0.495
C -1.6816 10.1552 -0.3507 -0.527
C -2.7656 10.2093 0.5605 -0.396
C -3.3322 9.0052 1.1034 -0.682
C -2.8212 7.7751 0.6235 -0.240
N -1.6824 3.1144 0.2158 -0.434
N -1.2546 1.9055 0.0849 1.007
C -1.8007 1.1012 1.1048 -0.400
C -1.4278 -0.2482 1.2408 0.092
C -1.6630 -0.9729 2.4095 -0.973
C -2.4608 -0.3558 3.4004 -0.329
C -3.0363 0.8930 3.1740 -0.581
C -2.8274 1.5483 1.9520 -0.360
H -0.3316 6.4812 -1.2821 0.234
H -0.2775 9.0530 -1.3896 0.335
H -1.3306 11.0861 -0.7347 0.363
H -3.1267 11.1972 0.8767 0.310
H -4.0697 8.9590 1.8372 0.418
H -3.3123 6.8493 0.7887 0.434
H -0.8809 -0.7718 0.4251 0.347
H -1.1991 -1.9249 2.6167 0.577
H -2.6203 -0.8861 4.3248 0.425
H -3.6468 1.3649 3.9417 0.360
H -3.3218 2.5010 1.6884 0.399
Br -3.6263 0.6315 -1.7496 -0.074
C -3.0275 -0.9939 -2.4511 0.301
C -3.6660 -1.5909 -3.5700 -0.689
C -3.2966 -2.8834 -3.9300 -0.295
C -2.2863 -3.5240 -3.1851 -0.701
C -1.7577 -2.9407 -2.0506 -0.496
N -2.1328 -1.6869 -1.7372 -0.016
H -4.4081 -1.0713 -4.1111 0.455
H -3.7602 -3.4067 -4.7682 0.375
H -1.9194 -4.4629 -3.4664 0.491
H -1.0966 -3.4412 -1.3634 0.625
C -0.1695 -6.3610 6.6364 -1.509
C 0.2335 -5.7383 5.3284 0.251
C 0.1326 -6.3847 4.1004 -0.591
C 0.5647 -5.8945 2.8828 0.635
C 0.3033 -6.5284 1.5537 -1.277
C 1.2212 -4.6330 2.8712 0.365
Se 1.8623 -3.8141 1.3113 -0.390
C 1.4485 -3.9647 4.1101 0.693
C 2.2477 -2.6318 4.2738 -1.481
C 0.9391 -4.5124 5.2789 -0.715
H -0.4704 -5.6062 7.3622 0.371
H 0.6384 -6.7515 7.2396 0.302
H -0.9396 -7.1189 6.5492 0.349
H -0.4280 -7.3577 4.0721 0.129
H -0.3730 -7.4085 1.6198 0.350
H 1.2892 -6.8750 1.1738 0.262
H -0.1763 -5.7753 0.9293 0.152
H 2.0310 -2.0305 3.4522 0.192
H 3.3041 -2.9016 4.1978 0.333
H 2.0648 -2.2534 5.2789 0.348
H 1.2046 -3.9793 6.1716 0.287
```

The value obtained for the LUMO energy (alpha / beta) is 0.0335 / 0.0335 hartree. The value obtained for the HOMO energy (alpha / beta) is -0.1105 / -0.1105 hartree. As for the total charge: -1. The energy above the lowest of the compared OMol25 structures with the same formula, charge and spin comes out at 1.460 eV. The value obtained for the orbital gap (alpha / beta) is 3.92 / 3.92 eV.